{
  "formula": "C6H29NO7",
  "method": "ωB97M-V/def2-TZVPD",
  "energy_ev": -22511.758,
  "homo_ev": -8.794,
  "e_lumo_ev": 0.1,
  "elements": ["N", "H", "H", "H", "H", "O", "H", "C", "O", "H", "H", "H", "H", "C", "O", "H", "H", "H", "H", "C", "O", "H", "H", "H", "H", "C", "O", "H", "H", "H", "H", "C", "O", "H", "H", "H", "H", "C", "O", "H", "H", "H", "H"],
  "xyz": [[-0.1655, 0.0805, 0.5819], [-0.5067, -0.5229, 1.3165], [-0.8265, 0.1251, -0.1805], [0.6797, -0.3310, 0.2125], [-0.0012, 1.0012, 0.9632], [1.9880, -1.0881, -0.2952], [2.2178, -1.9645, 0.0704], [-1.0506, 2.7113, 2.5667], [-0.0714, 2.6099, 1.5568], [-1.6811, 3.5730, 2.3474], [-1.6790, 1.8219, 2.6142], [-0.6044, 2.8976, 3.5436], [0.2475, 3.4864, 1.3294], [-1.1564, -2.3152, 2.9988], [-1.8917, -1.2489, 2.4416], [-1.2123, -3.2543, 2.4484], [-0.1053, -2.0304, 2.9538], [-1.4080, -2.4968, 4.0437], [-2.8188, -1.4499, 2.5888], [-0.2816, -3.0154, -1.9509], [0.1071, -2.9078, -0.6378], [0.6299, -3.0087, -2.5486], [-0.9307, -3.8503, -2.2148], [-0.7523, -2.0991, -2.3073], [0.8008, -2.2445, -0.6213], [3.4789, 2.0327, -0.0874], [3.2942, 0.9473, 0.7882], [3.9773, 2.8752, 0.3920], [3.9646, 1.8997, -1.0541], [2.4649, 2.3685, -0.3044], [2.8189, 0.2656, 0.3076], [-3.4333, 0.7462, -0.8080], [-2.1585, 0.0854, -1.1852], [-3.5048, 1.7273, -1.2773], [-4.3726, 0.2428, -1.0372], [-3.3809, 0.9265, 0.2657], [-2.0952, 0.0293, -2.1414], [1.3829, 0.4660, -3.1960], [2.4461, -0.4802, -2.8373], [0.4487, -0.0704, -3.3623], [1.1793, 1.0472, -2.2966], [1.6028, 1.0430, -4.0942], [2.3593, -0.6314, -1.8932]],
  "atomic_forces_ev_per_a": [[-0.8, 0.4, 0.8], [-0.5, -0.2, 0.0], [-0.7, 0.0, -0.2], [2.1, -1.0, -0.5], [0.3, 0.6, 0.0], [-0.2, -0.7, 0.2], [0.5, 0.9, -0.1], [-0.4, 0.9, 0.3], [0.1, -0.1, -0.1], [-0.3, -0.1, 0.1], [0.3, -0.1, -0.2], [0.1, -0.2, 0.1], [0.1, -0.1, 0.0], [1.1, -0.5, 0.3], [-0.5, 0.0, 0.1], [-0.4, 0.1, -0.2], [0.0, 0.1, 0.1], [-0.1, 0.1, 0.1], [-0.1, 0.2, -0.2], [0.7, 0.8, -1.6], [-1.3, -1.2, 1.4], [0.0, -0.6, -0.5], [0.2, -0.2, 0.5], [-0.7, 0.3, 0.0], [0.6, 0.9, 0.0], [-1.2, 0.6, 0.2], [1.4, 1.0, 0.4], [0.1, -0.2, 0.4], [0.3, -0.8, 0.0], [-0.2, 0.6, -0.5], [-0.3, -1.2, -0.3], [1.2, 0.4, -0.1], [-2.2, 0.5, 0.1], [0.2, 0.0, -0.1], [0.4, -0.7, -0.1], [0.1, -0.2, 0.0], [-0.1, 0.0, -0.2], [0.8, -1.7, 1.3], [-0.9, 1.6, -2.3], [-0.2, -0.3, -0.3], [0.1, 0.8, -0.3], [0.3, 0.1, 0.3], [-0.1, -0.6, 1.1]],
  "lowdin_charge": [0.299, 0.079, 0.062, 0.021, 0.067, -0.363, 0.024, -0.130, -0.137, 0.083, 0.075, 0.085, 0.102, -0.145, -0.141, 0.086, 0.084, 0.082, 0.090, -0.192, -0.131, 0.084, 0.080, 0.047, -0.020, -0.187, -0.134, 0.070, 0.077, 0.051, -0.018, -0.073, -0.148, 0.077, 0.079, 0.072, 0.083, -0.134, -0.154, 0.045, 0.057, 0.073, -0.024]
}


{
  "formula": "C6H29NO7",
  "method": "ωB97M-V/def2-TZVPD",
  "s2": 0.754,
  "total_charge": 1,
  "energy_ev": -22505.263,
  "homo_ev": [-13.501, -13.501],
  "e_lumo_ev": [-2.9, -7.7],
  "spin_multiplicity": 2,
  "elements": ["C", "N", "C", "C", "C", "C", "C", "H", "H", "H", "H", "H", "H", "H", "H", "H", "H", "H", "H", "H", "H", "H", "H", "H", "O", "H", "H", "O", "H", "H", "O", "H", "H", "O", "H", "H", "O", "H", "H", "O", "H", "H", "O"],
  "xyz": [[-2.3554, -0.1536, 0.3424], [-1.3332, -1.2102, 0.5984], [-0.1090, -1.0386, -0.1162], [0.0843, -1.9829, -1.3466], [0.2419, -3.4235, -0.9121], [1.3574, -1.6227, -2.2040], [-2.6573, 0.5135, 1.6892], [-3.2068, -0.6871, -0.1432], [-1.9880, 0.4054, -0.5150], [-1.6576, -2.1834, 0.5400], [0.1149, 0.0198, -0.3253], [0.8230, -1.1871, 0.4521], [-0.8294, -1.8939, -1.9799], [0.7513, -3.5855, 0.0272], [-0.6943, -3.9947, -0.9145], [0.9683, -3.9350, -1.5606], [1.6904, -2.5191, -2.7462], [2.1071, -1.2378, -1.4579], [1.2825, -0.7649, -2.8230], [-3.6559, 0.1873, 2.0127], [-2.8244, 1.6245, 1.5557], [-1.7514, 0.4368, 2.2780], [-2.5236, 2.9544, -1.8441], [-1.4352, 2.3251, -1.7024], [-2.2678, 2.2890, -1.1632], [-1.3123, -1.7939, 3.1289], [0.0472, -1.5018, 2.4819], [-0.3630, -1.8315, 3.2868], [-0.8930, 0.6302, -2.4950], [-0.1668, -0.1455, -3.6316], [-0.4084, 0.7294, -3.3217], [0.7483, 3.0661, -0.1574], [1.2523, 3.4747, -1.4856], [0.4944, 3.0130, -1.0836], [0.4216, 0.7344, 3.3954], [0.2669, 1.5606, 2.0535], [0.8710, 1.0445, 2.5966], [2.5094, 1.5447, 0.5073], [3.3880, 2.1169, -0.5837], [2.7555, 2.3865, 0.0906], [3.5833, -0.0747, 1.8667], [2.0052, 0.0256, 1.6413], [2.8582, -0.1951, 1.2261]],
  "atomic_forces_ev_per_a": [[-0.3, -1.6, -0.5], [0.0, -0.1, -2.9], [2.2, 1.1, 0.1], [-0.3, -0.1, -1.3], [0.2, -1.2, -0.2], [0.3, 0.3, 2.4], [-1.0, 2.2, -1.5], [0.1, 0.2, 0.9], [0.2, 0.7, 0.8], [0.1, 0.1, 0.8], [-1.0, 0.0, -0.4], [-0.3, -0.9, 0.6], [0.5, 0.0, 0.3], [-0.2, 0.4, 0.7], [0.2, 0.1, 0.0], [-0.7, 0.0, -0.2], [0.0, 0.6, 0.2], [-0.1, -1.0, -0.7], [-0.4, 0.5, -0.7], [0.9, -0.4, 0.8], [0.4, -1.1, -0.2], [-0.5, -0.3, 0.8], [-1.8, 0.1, 1.1], [0.8, -0.9, 1.7], [1.1, 1.2, -2.7], [0.0, 0.0, 0.2], [0.1, 0.0, 0.1], [0.0, 0.1, 0.0], [0.1, -0.3, -0.3], [-0.3, -0.1, 0.0], [-0.1, 0.5, 0.0], [0.0, 0.0, 0.0], [-0.5, -0.4, 0.0], [-0.1, 0.5, -0.4], [-0.1, 0.2, -0.1], [-0.2, 0.2, 0.4], [0.0, -0.3, -0.2], [0.5, 0.1, -0.1], [0.0, 0.1, 0.0], [0.2, -0.1, 0.2], [-0.7, 0.0, -0.2], [0.7, 0.2, 0.7], [0.0, -0.4, -0.3]],
  "mulliken_spin": [0.021, 0.776, 0.011, 0.093, 0.009, 0.013, 0.060, 0.014, -0.007, -0.018, 0.010, 0.007, -0.006, 0.001, 0.000, 0.001, 0.005, -0.002, 0.000, 0.003, -0.001, -0.009, 0.000, 0.000, 0.002, -0.004, -0.003, 0.022, -0.002, 0.000, 0.000, 0.000, 0.000, 0.000, 0.000, 0.000, 0.000, 0.000, 0.000, 0.000, 0.000, 0.002, 0.004]
}


{
  "formula": "C6H29NO8",
  "method": "ωB97M-V/def2-TZVPD",
  "energy_ev": -24562.331,
  "homo_ev": -9.193,
  "e_lumo_ev": 0.3,
  "smiles": "C=CCCCCN.O.O.O.O.O.O.O.O",
  "elements": ["C", "C", "C", "C", "C", "C", "N", "H", "H", "H", "H", "H", "H", "H", "H", "H", "H", "H", "H", "H", "H", "H", "O", "H", "H", "O", "H", "H", "O", "H", "H", "O", "H", "H", "O", "H", "H", "O", "H", "H", "O", "H", "H", "O"],
  "xyz": [[2.7022, 1.1754, -1.3093], [3.2041, -0.2620, -1.2601], [3.2620, -0.7855, 0.2087], [1.8861, -0.9373, 0.8059], [1.9096, -1.4495, 2.2546], [0.8440, -1.5521, 3.0351], [1.3426, 1.3312, -1.8921], [2.7656, 1.7640, -0.3877], [3.3094, 1.7098, -2.0556], [4.1216, -0.4596, -1.8175], [2.4856, -0.9667, -1.7465], [3.7113, -1.7843, 0.1063], [3.8318, -0.1027, 0.8210], [1.3400, -1.7953, 0.3411], [1.2307, -0.0406, 0.8757], [2.8811, -1.7207, 2.6364], [0.9921, -1.8712, 4.0628], [-0.1906, -1.5118, 2.7642], [0.5821, 1.2485, -1.2434], [1.2945, 2.1436, -2.4827], [-2.9121, -0.6811, -0.0123], [-3.2228, 0.5657, 0.7505], [-3.1787, 0.2533, -0.1881], [-0.7639, -3.9855, -2.0702], [-0.6757, -2.4045, -2.2700], [-0.5687, -3.1656, -1.6220], [-1.2714, 3.7802, -0.0378], [-0.4528, 2.4549, -0.3936], [-0.4919, 3.2517, 0.1631], [-0.7275, 2.7966, 1.8241], [-0.4716, 3.1593, 3.2667], [-1.0643, 2.6173, 2.7331], [-1.1569, -0.5475, -3.2615], [0.3292, -1.0215, -3.3240], [-0.5888, -1.2754, -3.5102], [-2.0219, 0.9799, -1.0163], [-2.0071, 2.2418, -2.0695], [-1.5035, 1.5591, -1.6350], [-1.2761, -2.4553, -0.0320], [-2.8143, -2.3921, 0.0770], [-2.0104, -2.1320, 0.5402], [-1.8539, 0.1207, 2.3639], [-2.6227, 1.4460, 2.6855], [-2.7319, 0.4906, 2.4946]],
  "atomic_forces_ev_per_a": [[-0.5, 1.0, -2.0], [-1.1, -1.1, 1.1], [-0.1, -0.1, -1.6], [-1.4, -1.5, 1.4], [-0.1, 0.8, -0.6], [0.7, -0.8, 0.9], [1.0, -1.1, -0.1], [0.3, -0.5, 0.2], [0.2, 0.0, 0.4], [0.3, 0.5, 0.3], [0.2, 0.8, 0.1], [0.2, 0.3, 0.7], [0.6, 0.0, 0.2], [0.2, 1.0, -0.5], [0.6, -0.4, -0.7], [0.2, 0.1, 0.3], [0.0, -0.1, -0.1], [-0.4, 0.5, -0.6], [0.0, 0.1, -0.2], [-0.4, 0.2, 0.3], [0.2, 0.9, -0.2], [0.0, -0.1, -0.4], [-0.1, -0.6, 0.7], [-0.1, -0.1, -0.3], [0.1, -1.1, 0.3], [0.1, 1.0, 0.1], [0.1, -0.5, -0.3], [-0.8, 0.6, -0.3], [0.8, 0.4, 0.8], [-0.3, -0.1, 0.1], [-0.2, -0.2, 0.2], [0.6, 0.4, -0.2], [0.1, 0.7, 0.2], [-0.4, 0.5, 0.0], [0.4, -0.6, -0.1], [-0.9, 0.5, -0.3], [-0.6, -0.1, 0.1], [1.2, -0.6, -0.3], [-0.6, -0.1, 0.1], [0.2, -0.6, 0.1], [0.3, 0.0, -0.1], [0.1, 0.3, 0.2], [0.5, -0.8, 0.1], [-0.8, 0.5, -0.1]],
  "lowdin_charge": [-0.265, -0.196, -0.225, -0.218, -0.176, -0.005, 0.004, 0.110, 0.106, 0.100, 0.104, 0.118, 0.106, 0.120, 0.119, 0.093, 0.052, 0.036, 0.005, 0.066, 0.015, 0.036, -0.083, 0.044, 0.013, -0.087, 0.065, 0.000, -0.062, -0.001, 0.051, -0.082, 0.043, 0.056, -0.037, 0.005, 0.057, -0.093, 0.023, 0.052, -0.068, 0.026, 0.038, -0.065]
}


{
  "formula": "C6H29NO9",
  "method": "ωB97M-V/def2-TZVPD",
  "energy_ev": -26609.004,
  "homo_ev": -9.032,
  "e_lumo_ev": -0.1,
  "smiles": "COCCNCCOC.O.O.O.O.O.O.O",
  "elements": ["C", "O", "C", "C", "N", "C", "C", "O", "C", "H", "H", "H", "H", "H", "H", "H", "H", "H", "H", "H", "H", "H", "H", "H", "O", "H", "H", "O", "H", "H", "O", "H", "H", "O", "H", "H", "O", "H", "H", "O", "H", "H", "O", "H", "H"],
  "xyz": [[1.4256, 1.7539, 0.9322], [0.0548, 2.0227, 1.1554], [-0.7295, 2.0392, -0.0133], [-2.1696, 2.2285, 0.3792], [-2.6208, 1.0581, 1.1619], [-3.7287, 1.4404, 2.0522], [-4.9959, 1.7717, 1.2466], [-5.6891, 0.6735, 0.7142], [-6.7629, 1.0102, -0.1396], [1.9357, 1.7907, 1.8953], [1.8086, 2.6376, 0.4097], [1.6221, 0.7779, 0.4871], [-0.5404, 1.1380, -0.6123], [-0.3563, 2.8634, -0.6402], [-2.8713, 2.4172, -0.4346], [-2.2505, 3.1628, 0.9577], [-1.7632, 0.8174, 1.6493], [-3.4299, 2.3069, 2.6485], [-3.9666, 0.5900, 2.6910], [-4.8024, 2.5126, 0.4631], [-5.6498, 2.3397, 1.9231], [-7.5602, 1.4746, 0.4484], [-7.0337, 0.1010, -0.6658], [-6.4255, 1.7685, -0.8576], [0.9778, -2.2406, 0.7591], [0.7383, -2.6935, 1.5787], [0.1594, -2.2137, 0.2436], [3.4906, -0.0908, -2.4906], [3.5711, -0.6913, -3.2645], [3.3362, 0.7753, -2.8796], [3.4233, -1.3072, -0.0313], [2.4994, -1.5827, 0.1566], [3.3766, -0.8619, -0.9037], [3.3435, -0.7772, 2.7895], [3.9690, -0.7843, 2.0537], [2.4826, -0.7863, 2.3640], [6.3077, -2.2285, -0.6837], [6.2020, -1.3157, -0.3995], [5.4986, -2.6605, -0.3874], [3.1297, -2.4042, -4.1359], [3.2060, -2.8924, -3.2979], [2.2405, -2.5812, -4.4567], [2.8556, -4.2426, -1.9532], [2.2444, -4.1585, -1.2136], [3.4473, -4.9583, -1.6990]],
  "atomic_forces_ev_per_a": [[-0.1, 1.1, 0.6], [-0.3, -0.7, 0.7], [0.7, 0.5, -0.9], [-0.6, -0.1, 0.4], [0.3, 0.8, -0.5], [0.1, -0.9, -1.1], [-0.4, 1.1, 0.5], [0.7, -0.6, 0.2], [0.9, 0.7, 0.4], [-0.2, -0.2, 0.1], [0.4, -0.5, -0.7], [0.0, 0.2, -0.4], [-0.3, -0.2, 0.2], [-0.3, 0.1, -0.1], [0.5, -0.3, -0.5], [0.3, -0.1, 0.3], [-0.5, -0.3, 0.7], [-0.3, 0.1, 0.2], [0.1, 0.1, 0.2], [0.3, -0.1, -0.2], [-0.2, -0.2, 0.2], [-0.3, -0.3, -0.2], [-0.4, 0.1, 0.1], [-0.1, -0.1, -0.2], [-0.7, -0.3, 0.1], [0.1, 0.1, -0.1], [0.1, 0.1, 0.1], [0.1, -0.1, -0.8], [-0.2, 0.0, 0.5], [0.0, 0.1, 0.2], [-0.6, 0.0, -0.3], [0.9, 0.1, -0.1], [0.2, -0.1, 0.3], [0.1, 0.0, 0.3], [-0.3, -0.1, -0.1], [0.0, 0.1, -0.1], [0.1, -0.2, 0.0], [-0.1, 0.0, 0.0], [-0.1, 0.2, 0.0], [0.2, 0.2, 0.1], [-0.1, -0.2, -0.2], [0.0, 0.0, 0.1], [-0.1, -0.2, 0.1], [0.1, 0.2, 0.0], [0.1, 0.1, -0.1]],
  "lowdin_charge": [-0.087, -0.206, -0.242, -0.218, -0.055, -0.186, -0.250, -0.186, -0.104, 0.090, 0.094, 0.073, 0.123, 0.123, 0.109, 0.121, 0.092, 0.114, 0.119, 0.103, 0.121, 0.088, 0.088, 0.084, -0.039, 0.075, 0.072, -0.061, 0.033, 0.055, -0.100, -0.014, -0.002, -0.067, 0.017, -0.007, -0.068, 0.026, 0.009, -0.061, 0.009, 0.051, -0.038, 0.044, 0.061]
}


{
  "formula": "C6H2BrF",
  "method": "ωB97M-V/def2-TZVPD",
  "energy_ev": -79007.094,
  "homo_ev": -8.866,
  "e_lumo_ev": -0.6,
  "elements": ["C", "C", "C", "C", "C", "C", "F", "Br", "H", "H"],
  "xyz": [[-0.4244, 1.4371, -0.7982], [-0.7879, 0.3383, -1.4269], [0.1564, 1.5290, 0.3743], [0.3306, 0.2729, 1.0714], [-0.6369, -0.9030, -1.4022], [0.2264, -0.9020, 0.5006], [0.7148, -2.0623, 0.8278], [-0.7238, -2.5568, -2.1424], [0.4670, 2.5409, 0.7981], [0.6778, 0.3059, 2.1975]],
  "atomic_forces_ev_per_a": [[-1.6, -2.2, -2.2], [0.7, 4.5, 0.6], [0.2, 2.8, 1.1], [1.5, 0.3, 3.0], [2.0, -2.5, 3.9], [-1.5, -0.5, -3.8], [-0.3, -0.4, 0.5], [-0.2, -0.1, -0.4], [-0.3, -1.8, -0.2], [-0.5, -0.1, -2.5]],
  "lowdin_charge": [-0.033, -0.102, -0.148, -0.094, -0.632, -0.156, 0.079, 0.797, 0.121, 0.168]
}


{
  "formula": "C6H2ClI",
  "method": "ωB97M-V/def2-TZVPD",
  "energy_ev": -26870.323,
  "homo_ev": -9.112,
  "e_lumo_ev": 0.3,
  "smiles": "C#CC#CCl.C#CI",
  "elements": ["C", "C", "C", "C", "C", "C", "Cl", "I", "H", "H"],
  "xyz": [[-1.2044, 0.4471, 0.9370], [-1.1075, -0.7542, 0.2942], [-1.2700, 1.2915, 1.8264], [2.1391, -0.3372, -0.6480], [-0.8349, -1.6687, -0.4375], [1.5651, 0.7015, -0.7937], [-0.9972, -2.9928, -1.4437], [0.5773, 2.4252, -1.0996], [-1.3117, 2.2954, 2.0793], [2.4443, -1.4077, -0.7145]],
  "atomic_forces_ev_per_a": [[-0.2, 0.4, 2.7], [0.4, 0.3, -0.6], [0.1, -1.6, -2.6], [0.3, -2.2, -0.5], [-1.0, -1.3, -0.7], [-0.3, 1.0, -0.1], [0.5, 0.7, 0.6], [0.5, -0.3, -0.1], [-0.1, 1.2, 1.0], [-0.2, 1.7, 0.4]],
  "lowdin_charge": [-0.219, -0.157, 0.112, -0.042, -0.564, -0.807, 0.689, 0.914, 0.015, 0.060]
}


Computed ΔE to the lowest compared entry with this formula, charge and spin (kcal/mol) in order:
78.9 0.7 50.2 87.2 0.0 72.7
Computed maximum force (eV/Å) in order:
2.88 3.17 2.50 1.47 5.09 3.05